No. 1
The following is a quantum chemistry calculation of a molecular structure, C46H46N5O3PSeV, from OMol25.

Geometry as XYZ:
```
103
Properties=species:S:1:pos:R:3
V -0.687 0.413 0.217
O -1.173 4.457 0.328
C -1.227 3.265 0.102
N -0.309 2.318 0.436
C 0.606 2.626 1.507
C 0.523 1.480 2.500
C 1.659 1.358 3.409
C 2.062 0.193 3.930
C 1.237 -1.054 3.981
C -0.643 -0.590 3.050
N -0.431 0.637 2.292
C -2.434 2.633 -0.546
C -3.478 3.367 -1.069
C -4.595 2.683 -1.529
C -4.629 1.299 -1.439
C -3.541 0.631 -0.906
N -2.463 1.295 -0.476
H 1.644 2.695 1.165
H 0.373 3.579 1.994
H 2.295 2.230 3.489
H 3.009 0.168 4.459
H 1.742 -1.837 4.540
H -1.653 -0.938 2.867
H -3.402 4.445 -1.076
H -5.437 3.225 -1.940
H -5.493 0.738 -1.769
H -3.514 -0.450 -0.807
O -2.703 -2.841 -0.587
C -1.632 -2.430 -0.203
O -1.473 -1.318 0.467
C -0.344 -3.176 -0.506
C -0.455 -4.293 -1.318
C 0.669 -5.010 -1.704
C 1.920 -4.604 -1.271
C 2.046 -3.490 -0.449
C 0.928 -2.764 -0.052
P 1.139 -1.240 0.940
C 2.924 -1.021 1.136
C 3.530 0.043 0.474
C 4.884 0.294 0.652
C 5.634 -0.517 1.491
C 5.036 -1.587 2.147
C 3.685 -1.840 1.969
C 0.505 -1.587 2.678
C -0.174 -0.610 4.513
C -0.915 -1.594 5.360
C -1.077 -2.884 5.075
C -0.534 -3.570 3.901
C 0.139 -3.037 2.880
H -1.446 -4.580 -1.645
H 0.567 -5.880 -2.338
H 2.806 -5.150 -1.567
H 3.033 -3.182 -0.130
H 2.935 0.673 -0.179
H 5.353 1.125 0.140
H 6.687 -0.318 1.635
H 5.625 -2.224 2.793
H 3.222 -2.680 2.478
H -0.160 0.365 4.994
H -1.358 -1.200 6.267
H -1.639 -3.497 5.769
H -0.691 -4.642 3.869
H 0.486 -3.723 2.118
C -2.564 -1.950 -3.826
C -2.712 -1.069 -5.060
C -3.046 0.387 -4.748
C -1.993 1.130 -3.924
N -0.644 1.011 -4.468
C 0.414 0.474 -3.831
Se 0.581 -0.163 -2.089
N 1.462 0.455 -4.675
C 2.802 -0.051 -4.373
C 2.935 -1.571 -4.352
C 2.474 -2.297 -5.618
C 0.963 -2.500 -5.715
C 1.075 1.004 -5.894
C 1.770 1.212 -7.077
C 1.084 1.824 -8.109
C -0.249 2.224 -7.963
C -0.943 2.009 -6.786
C -0.259 1.373 -5.758
H -2.352 -2.983 -4.103
H -3.480 -1.956 -3.231
H -1.746 -1.619 -3.182
H -3.502 -1.464 -5.701
H -1.796 -1.108 -5.656
H -3.975 0.442 -4.174
H -3.233 0.918 -5.682
H -1.940 0.725 -2.916
H -2.246 2.190 -3.848
H 3.100 0.368 -3.412
H 3.459 0.362 -5.138
H 2.408 -1.978 -3.486
H 3.999 -1.763 -4.192
H 2.953 -3.277 -5.630
H 2.839 -1.772 -6.508
H 0.571 -2.934 -4.791
H 0.716 -3.172 -6.536
H 0.433 -1.564 -5.897
H 2.803 0.916 -7.195
H 1.591 2.005 -9.047
H -0.748 2.716 -8.786
H -1.967 2.335 -6.678
```

Output
**Net charge**: +1
**E_HOMO (alpha / beta)**: -10.44 / -10.50 eV
**LUMO (alpha / beta)**: -0.1003 / -0.1063 Eh
**Electronic energy**: -162362.507 eV
**Spin multiplicity**: 3
**Strongest force on any atom**: 0.013 Eh/bohr

Mulliken atomic charge list, values in e, 5 entries: atom 1 (V): 0.0336, atom 2 (O): -0.7228, atom 3 (C): -0.2778, atom 4 (N): 0.1564, atom 5 (C): -1.2883



No. 2
The following is a quantum chemistry calculation of 2 unconnected molecules or ions with the total composition C4H11Cl2N2O2 at a distorted geometry, from OMol25.

Geometry as XYZ:
```
21
Properties=species:S:1:pos:R:3
C 1.435 -1.743 1.159
C 2.144 0.350 -0.229
C 1.476 -1.009 -0.074
C -1.637 0.663 -0.536
N 0.949 -1.432 -1.158
N -1.691 2.048 0.097
O -2.799 0.584 -1.247
O -1.627 -0.083 0.582
Cl 3.838 -0.096 0.042
Cl 1.608 1.641 0.734
H 0.942 -1.042 1.965
H 2.358 -2.036 1.586
H 0.780 -2.555 1.036
H 1.932 0.511 -1.325
H 0.700 -2.404 -1.346
H -0.749 0.700 -1.260
H -2.288 2.092 0.955
H -0.743 2.182 0.371
H -1.968 2.844 -0.655
H -3.263 -0.243 -1.077
H -1.396 -0.972 0.380
```

Output
**Net charge**: +1
**E_HOMO**: -13.41 eV
**LUMO**: -0.1235 Eh
**Electronic energy**: -36438.555 eV
**Spin multiplicity**: 1
**Strongest force on any atom**: 0.075 Eh/bohr

natural (NBO) atomic charge list, values in e, 5 entries: atom 1 (C): -0.7026, atom 2 (C): -0.3380, atom 3 (C): 0.3081, atom 4 (C): 0.5169, atom 5 (N): -0.6880



No. 3
The following is a quantum chemistry calculation of a molecular structure, C18H39N4OPSiTi at a distorted geometry, from OMol25.

Geometry as XYZ:
```
65
Properties=species:S:1:pos:R:3
Ti 0.072 0.026 0.065
Si 0.155 -2.239 -1.341
P 0.529 1.209 -2.140
N -1.786 0.079 -0.218
H 0.632 1.460 0.744
C 0.840 2.992 -2.061
H 0.988 3.426 -3.062
H 1.732 3.186 -1.451
H -0.006 3.495 -1.575
C 1.944 0.573 -3.097
H 2.088 1.174 -4.007
H 1.770 -0.472 -3.380
H 2.860 0.616 -2.494
C -0.876 1.062 -3.302
H -0.650 1.588 -4.240
H -1.775 1.497 -2.849
H -1.076 0.006 -3.509
C 1.889 -3.035 -1.499
H 2.321 -3.244 -0.514
H 2.577 -2.380 -2.040
H 1.813 -3.984 -2.048
H -0.701 -3.308 -0.766
H -0.336 -2.150 -2.745
C -3.073 0.001 -0.437
C -5.364 0.830 -0.098
C -4.007 0.936 0.143
C -3.628 -1.039 -1.273
C -4.988 -1.118 -1.501
C -5.865 -0.191 -0.919
H -6.043 1.551 0.355
H -3.577 1.720 0.773
H -2.911 -1.747 -1.704
H -5.375 -1.912 -2.139
H -6.938 -0.264 -1.105
C 3.204 -0.142 0.734
O 2.182 -0.403 0.041
C 3.068 0.511 2.047
H 3.971 1.044 2.366
H 2.878 -0.242 2.821
H 2.197 1.181 2.034
C 4.567 -0.503 0.231
H 5.156 0.410 0.081
H 4.489 -1.048 -0.721
H 5.106 -1.117 0.959
C -2.845 0.220 3.453
N -1.589 0.056 4.194
C -1.661 0.124 5.643
C -0.425 -0.180 3.703
N -0.266 -0.159 2.398
N 0.633 -0.446 4.719
C 1.075 -0.140 6.212
C 1.850 -0.932 4.223
H -3.707 0.309 4.158
H -2.986 -0.667 2.837
H -2.804 1.133 2.858
H -1.276 -0.821 6.003
H -1.102 1.012 5.928
H -2.682 0.238 6.042
H -1.234 0.150 2.042
H 1.577 -1.038 6.579
H 1.811 0.641 6.169
H 0.294 0.130 6.911
H 1.651 -1.674 3.436
H 1.874 0.115 4.099
H 2.814 -0.926 4.801
```

Output
**E_HOMO**: -6.17 eV
**LUMO**: 0.0089 Eh
**Electronic energy**: -67581.692 eV
**Spin multiplicity**: 1
**Strongest force on any atom**: 0.122 Eh/bohr

natural (NBO) atomic charge list, values in e, 5 entries: atom 1 (Ti): 0.9766, atom 2 (Si): 0.4321, atom 3 (P): 1.0078, atom 4 (N): -0.8132, atom 5 (H): -0.3541



No. 4
The following is a quantum chemistry calculation of a molecular structure, C55H43KN4O2P2SSe, from OMol25.

Geometry as XYZ:
```
109
Properties=species:S:1:pos:R:3
K 0.464 -0.128 0.721
C -0.175 8.332 -1.132
C -0.122 7.148 -0.157
C -0.085 7.679 1.290
C 1.125 6.308 -0.387
C 2.327 6.891 -0.773
C 3.490 6.150 -0.850
C 3.472 4.815 -0.486
C 2.296 4.188 -0.086
P 2.337 2.463 0.560
C 2.786 2.784 2.305
C 2.717 4.029 2.921
C 3.025 4.165 4.271
C 3.419 3.064 5.012
C 3.503 1.817 4.404
C 3.177 1.680 3.066
C 3.934 1.859 -0.104
C 3.876 1.155 -1.308
C 5.031 0.667 -1.902
C 6.257 0.858 -1.278
C 6.323 1.532 -0.066
C 5.168 2.032 0.519
C 1.117 4.946 -0.094
O -0.066 4.305 0.240
C -1.243 4.886 -0.149
C -2.366 4.063 -0.330
C -3.602 4.649 -0.600
C -3.727 6.020 -0.706
C -2.599 6.810 -0.580
C -1.347 6.265 -0.321
P -2.308 2.259 -0.307
C -3.677 1.687 -1.334
C -3.490 1.670 -2.715
C -4.525 1.276 -3.546
C -5.746 0.894 -3.004
C -5.931 0.902 -1.629
C -4.899 1.297 -0.790
C -2.691 1.720 1.367
C -2.952 2.650 2.368
C -3.260 2.221 3.651
C -3.312 0.865 3.938
C -3.060 -0.066 2.940
C -2.748 0.357 1.661
H 0.676 8.994 -0.986
H -1.062 8.941 -0.964
H -0.178 7.987 -2.166
H 0.800 8.300 1.441
H -0.050 6.853 2.004
H -0.975 8.277 1.499
H 2.361 7.945 -1.008
H 4.415 6.617 -1.161
H 4.392 4.247 -0.508
H 2.434 4.907 2.351
H 2.962 5.141 4.737
H 3.655 3.170 6.064
H 3.792 0.947 4.978
H 3.228 0.698 2.607
H 2.920 0.985 -1.788
H 4.965 0.132 -2.840
H 7.160 0.465 -1.729
H 7.277 1.670 0.427
H 5.227 2.560 1.464
H -4.472 4.021 -0.739
H -4.692 6.467 -0.901
H -2.702 7.881 -0.680
H -2.531 1.955 -3.132
H -4.379 1.261 -4.618
H -6.552 0.582 -3.656
H -6.880 0.598 -1.207
H -5.042 1.299 0.283
H -2.905 3.710 2.150
H -3.440 2.947 4.432
H -3.525 0.532 4.945
H -3.069 -1.125 3.167
H -2.543 -0.383 0.894
C 5.391 0.342 -7.730
C 4.476 0.524 -6.544
O 4.611 -0.053 -5.497
S 3.169 1.691 -6.871
C 2.214 1.650 -5.395
C 2.187 2.773 -4.557
C 1.399 2.801 -3.435
C 0.593 1.672 -3.082
C 0.629 0.538 -3.955
C 1.420 0.537 -5.074
C -0.206 1.686 -1.966
C -0.797 1.655 -0.851
H 6.315 -0.126 -7.397
H 5.598 1.293 -8.217
H 4.901 -0.310 -8.455
H 2.802 3.631 -4.800
H 1.393 3.677 -2.800
H 0.030 -0.330 -3.711
H 1.439 -0.332 -5.718
N 0.690 -3.943 0.143
C 0.691 -2.897 -0.359
H 0.682 -4.810 0.639
Se 0.106 -3.055 3.762
N -0.041 -2.161 5.321
C -0.050 -0.863 5.001
C -0.154 0.200 5.912
C -0.151 1.498 5.418
C -0.045 1.715 4.049
N 0.051 0.743 3.137
C 0.052 -0.529 3.588
N 0.130 -1.562 2.740
H -0.230 -0.013 6.971
H -0.216 2.348 6.086
H -0.024 2.729 3.659
```

Output
**E_HOMO (alpha / beta)**: -5.21 / -5.03 eV
**LUMO (alpha / beta)**: 0.0086 / 0.0029 Eh
**Electronic energy**: -178869.933 eV
**Spin multiplicity**: 1
**Strongest force on any atom**: 0.014 Eh/bohr

Mulliken atomic charge list, values in e, 5 entries: atom 1 (K): 0.9229, atom 2 (C): -2.2972, atom 3 (C): 1.7487, atom 4 (C): -1.7771, atom 5 (C): 0.7964



No. 5
The following is a quantum chemistry calculation of 2 unconnected molecules or ions with the total composition C5H2N6 at a distorted geometry, from OMol25.

Geometry as XYZ:
```
13
Properties=species:S:1:pos:R:3
N 2.402 -0.534 -1.287
C 2.097 -0.851 -0.229
N 1.983 -0.900 1.060
C 1.652 -1.088 2.213
N 1.469 -1.359 3.374
C 1.231 -0.947 4.598
N 0.927 -0.536 5.655
C -0.863 0.551 -0.592
N -0.469 -0.328 0.280
C -0.647 -1.633 0.099
N -0.577 -2.776 0.045
H -1.362 0.334 -1.553
H -0.538 1.594 -0.392
```

Output
**E_HOMO**: -10.70 eV
**LUMO**: -0.0388 Eh
**Electronic energy**: -14153.266 eV
**Spin multiplicity**: 1
**Strongest force on any atom**: 0.060 Eh/bohr
**SMILES**: N#CN=C=NC#N.C=NC#N

natural (NBO) atomic charge list, values in e, 5 entries: atom 1 (N): -0.3066, atom 2 (C): 0.4193, atom 3 (N): -0.5175, atom 4 (C): 0.8236, atom 5 (N): -0.5249



No. 6
The following is a quantum chemistry calculation of C4H8N2 in the gas phase at a distorted geometry, from OMol25.

Geometry as XYZ:
```
14
Properties=species:S:1:pos:R:3
C -2.320 1.875 0.323
C -1.013 1.207 0.561
N -0.511 0.403 -0.273
N 0.703 -0.112 0.181
C 1.043 -1.109 -0.548
C 2.287 -1.940 -0.298
H -3.090 1.515 1.028
H -2.164 2.979 0.446
H -2.615 1.664 -0.724
H -0.452 1.432 1.453
H 0.422 -1.441 -1.438
H 1.896 -2.965 -0.157
H 2.986 -1.888 -1.140
H 2.828 -1.621 0.586
```

Output
**E_HOMO**: -9.33 eV
**LUMO**: 0.0468 Eh
**Electronic energy**: -7256.398 eV
**Spin multiplicity**: 1
**Strongest force on any atom**: 0.033 Eh/bohr
**SMILES**: C/C=N/N=C/C

natural (NBO) atomic charge list, values in e, 5 entries: atom 1 (C): -0.6667, atom 2 (C): 0.1222, atom 3 (N): -0.3106, atom 4 (N): -0.3150, atom 5 (C): 0.1343



No. 7
The following is a quantum chemistry calculation of 3 unconnected molecules or ions with the total composition C18H24B3F8N3O4, from OMol25.

Geometry as XYZ:
```
60
Properties=species:S:1:pos:R:3
H 3.802 -3.118 2.279
N 3.119 -2.435 1.952
C 3.198 -2.259 0.703
C 4.164 -2.928 -0.229
C 2.211 -1.289 0.095
B 1.824 -0.133 1.076
O 2.780 0.675 1.663
B 2.501 2.019 1.642
O 1.204 2.430 1.844
B 0.176 1.564 1.484
C -1.285 2.093 1.300
C -2.187 1.172 0.492
O -3.565 1.484 0.671
C -4.309 0.603 1.456
C -5.689 0.479 0.832
F -5.579 -0.053 -0.421
F -6.245 1.696 0.702
C -6.672 -0.424 1.649
F -6.292 -0.386 2.956
F -7.924 0.067 1.562
C -6.761 -1.919 1.219
F -7.563 -2.528 2.114
F -7.348 -1.985 0.006
C -5.435 -2.686 1.127
F -5.705 -3.957 0.804
F -4.819 -2.670 2.328
O 0.499 0.234 1.283
H 3.634 -3.392 -1.066
H 4.750 -3.692 0.282
H 4.844 -2.183 -0.651
H 1.325 -1.836 -0.241
H 2.650 -0.822 -0.796
H 3.352 2.790 1.327
H -1.727 2.255 2.291
H -1.229 3.079 0.830
H -1.987 1.279 -0.577
H -2.004 0.125 0.756
H -4.427 0.956 2.485
H -3.844 -0.390 1.487
H -4.772 -2.260 0.371
C 5.299 7.117 -0.603
C 6.113 6.159 0.062
C 5.299 5.125 0.440
N 4.029 5.422 0.031
C 4.019 6.632 -0.606
H 5.619 8.054 -1.029
H 7.173 6.223 0.241
H 5.516 4.209 0.962
H 3.226 4.838 0.177
H 3.108 7.045 -1.005
C 1.304 -5.190 -4.496
C 1.591 -3.835 -4.821
C 1.326 -3.084 -3.708
N 0.893 -3.933 -2.725
C 0.875 -5.217 -3.196
H 1.401 -6.045 -5.144
H 1.948 -3.458 -5.764
H 1.408 -2.024 -3.534
H 0.623 -3.657 -1.799
H 0.563 -6.036 -2.572
```

Output
**E_HOMO**: -8.35 eV
**LUMO**: -0.0020 Eh
**Electronic energy**: -55491.240 eV
**Spin multiplicity**: 1
**Strongest force on any atom**: 0.018 Eh/bohr
**SMILES**: [H]/N=C(\C)CB1OBOB(CCOCC(F)(F)C(F)(F)C(F)(F)C(F)F)O1.c1cc[nH]c1.c1cc[nH]c1

natural (NBO) atomic charge list, values in e, 5 entries: atom 1 (H): 0.3368, atom 2 (N): -0.6345, atom 3 (C): 0.3489, atom 4 (C): -0.6870, atom 5 (C): -0.8456



No. 8
The following is a quantum chemistry calculation of a molecular structure, C26H43BrN6P2Sr at a distorted geometry, from OMol25.

Geometry as XYZ:
```
79
Properties=species:S:1:pos:R:3
N -4.593 5.790 -2.675
C -4.186 5.985 -1.420
C -3.173 5.215 -0.827
C -2.605 4.157 -1.582
C -3.015 4.007 -2.929
C -4.028 4.837 -3.418
C -1.733 3.171 -0.971
Sr 0.608 3.113 -0.309
P 4.316 1.144 -0.065
C -1.090 2.155 -1.707
C -0.914 0.825 -1.187
C -0.051 -0.129 -1.804
C 0.102 -1.381 -1.307
C -0.443 -1.769 0.024
C -1.435 -0.794 0.560
C -1.614 0.428 -0.007
Br 1.086 -1.784 1.286
H -1.769 3.135 0.139
H -0.755 2.365 -2.738
H -2.856 5.424 0.199
H -2.599 3.226 -3.565
H -4.683 6.785 -0.858
H -4.388 4.715 -4.444
H 0.466 0.173 -2.728
H -2.389 1.099 0.380
H 0.730 -2.119 -1.816
H -1.987 -1.087 1.461
P -1.227 -3.461 -0.061
C 3.114 2.445 0.141
C 3.585 3.741 0.807
H 2.324 1.947 0.769
H 2.847 2.638 -0.933
H 2.786 4.506 0.846
H 3.911 3.560 1.841
H 4.427 4.179 0.259
C 3.472 -0.184 -1.031
C 4.451 -1.326 -1.315
H 3.097 0.260 -1.968
H 2.608 -0.549 -0.453
H 4.028 -2.021 -2.051
H 5.398 -0.943 -1.722
H 4.680 -1.909 -0.412
C 4.214 0.382 1.628
C 5.534 -0.255 2.047
H 3.396 -0.355 1.604
H 3.934 1.172 2.342
H 5.386 -0.847 2.956
H 5.956 -0.914 1.280
H 6.282 0.517 2.278
C -1.629 -3.940 1.630
C -1.909 -5.436 1.807
H -2.494 -3.336 1.943
H -0.775 -3.620 2.250
H -2.724 -5.791 1.161
H -1.011 -6.032 1.602
H -2.207 -5.627 2.845
C 0.019 -4.560 -0.758
C -0.072 -4.771 -2.272
H -0.082 -5.525 -0.239
H 0.992 -4.137 -0.462
H -1.000 -5.293 -2.549
H -0.019 -3.829 -2.834
H 0.771 -5.401 -2.586
C -2.702 -3.390 -1.104
C -3.988 -2.925 -0.416
H -2.835 -4.398 -1.529
H -2.453 -2.723 -1.946
H -3.905 -1.875 -0.103
H -4.816 -2.998 -1.135
H -4.248 -3.544 0.454
N 0.217 0.473 3.624
N -0.270 1.616 3.056
N -1.071 2.437 3.761
C -1.136 3.504 2.957
N -0.417 3.358 1.839
N 0.186 2.123 1.928
H 0.422 -0.257 2.930
H -0.372 0.220 4.407
H -1.674 4.406 3.192
```

Output
**Net charge**: +2
**E_HOMO**: -12.08 eV
**LUMO**: -0.2199 Eh
**Electronic energy**: -126039.376 eV
**Spin multiplicity**: 1
**Strongest force on any atom**: 0.053 Eh/bohr

Mulliken atomic charge list, values in e, 5 entries: atom 1 (N): -0.5624, atom 2 (C): -0.3581, atom 3 (C): -0.5463, atom 4 (C): -0.5418, atom 5 (C): -0.4906



Question: Among the records above, which one has the lowest electronic energy?
Answer: C55H43KN4O2P2SSe



Question: Look up the strongest force on any atom of the eighth one.
Answer: 0.053 Eh/bohr



Question: Which value of strongest force on any atom does entry 7 give?
Answer: 0.018 Eh/bohr